This record from the OMol25 dataset describes a 3-piece molecular cluster, C33H68FN6O11P2S overall at a distorted geometry. The level of theory is ωB97M-V with the def2-TZVPD basis set.

HOMO-LUMO gap in eV: 8.554
F_max in eV/A: 7.055
Net charge: +1

Positions of all 122 atoms, in Å:
C1 -3.801 -3.580 -3.219
C2 -2.486 -2.769 -3.308
C3 -2.096 -2.364 -1.857
C4 -0.584 -2.024 -1.670
C5 -0.179 -0.650 -1.111
C6 -0.983 -0.316 0.175
C7 -1.489 -1.477 1.064
C8 -1.469 -1.151 2.586
C9 -1.966 0.277 2.932
N1 -2.637 0.260 4.253
C10 -3.949 -0.269 4.185
C11 -4.986 0.528 3.394
O1 -4.214 -1.322 4.729
C12 1.337 -0.790 -0.667
C13 1.587 -1.690 0.550
C14 3.106 -1.661 0.922
C15 3.320 -0.970 2.280
F1 4.572 -0.378 2.310
N2 2.071 -1.388 -1.765
C16 1.931 -0.698 -3.046
C17 3.280 -0.433 -3.741
C18 4.239 0.459 -2.916
C19 5.690 0.282 -3.426
C20 6.534 -0.470 -2.363
N3 5.830 -1.638 -1.815
C21 1.171 0.621 -2.842
N4 -0.163 0.511 -2.135
C22 -0.270 1.851 -1.447
C23 -0.079 3.069 -2.392
O2 -0.975 3.795 -2.724
C24 -1.193 0.426 -3.211
C25 -2.670 0.665 -2.808
S1 -3.428 2.005 -3.817
C26 -3.999 3.174 -2.641
N5 -4.778 4.211 -2.786
N6 -4.837 4.748 -1.545
C27 -4.139 4.109 -0.691
O3 -3.575 3.053 -1.375
H1 -3.662 -4.590 -2.830
H2 -4.504 -3.023 -2.586
H3 -4.268 -3.629 -4.210
H4 -1.707 -3.450 -3.668
H5 -2.643 -1.906 -3.963
H6 -2.312 -3.273 -1.279
H7 -2.786 -1.620 -1.440
H8 -0.177 -2.800 -1.022
H9 -0.129 -2.252 -2.640
H10 -1.871 0.303 -0.005
H11 -0.336 0.317 0.802
H12 -0.956 -2.422 0.943
H13 -2.540 -1.670 0.815
H14 -2.092 -1.914 3.068
H15 -0.445 -1.322 2.941
H16 -2.657 0.653 2.173
H17 -1.080 0.917 3.030
H18 -2.111 -0.360 4.863
H19 -5.212 -0.032 2.480
H20 -5.856 0.671 4.033
H21 -4.531 1.472 3.079
H22 1.743 0.185 -0.317
H23 1.324 -2.739 0.402
H24 1.101 -1.301 1.451
H25 3.533 -2.667 0.963
H26 3.701 -1.076 0.211
H27 3.140 -1.633 3.131
H28 2.605 -0.134 2.342
H29 3.071 -1.463 -1.602
H30 1.353 -1.298 -3.774
H31 3.052 0.102 -4.674
H32 3.740 -1.395 -3.980
H33 3.944 1.508 -3.049
H34 4.162 0.224 -1.847
H35 5.717 -0.257 -4.378
H36 6.117 1.278 -3.596
H37 6.821 0.198 -1.545
H38 7.446 -0.807 -2.877
H39 6.150 -2.508 -2.212
H40 5.866 -1.665 -0.807
H41 1.861 1.267 -2.289
H42 1.095 1.090 -3.827
H43 0.473 1.928 -0.648
H44 -1.248 2.035 -0.999
H45 0.950 3.315 -2.737
H46 -1.156 -0.511 -3.775
H47 -1.018 1.164 -4.003
H48 -3.297 -0.204 -3.009
H49 -2.850 0.943 -1.769
H50 -3.980 4.326 0.352
C28 -7.574 5.893 0.404
O4 -8.801 5.309 0.892
P1 -8.646 4.041 1.980
O5 -10.001 3.447 1.812
O6 -8.532 5.024 3.262
C29 -9.569 5.974 3.498
O7 -7.819 2.872 2.794
C30 -8.481 1.644 3.079
H51 -7.824 6.732 -0.240
H52 -6.965 6.257 1.239
H53 -7.009 5.161 -0.170
H54 -10.516 5.653 3.063
H55 -9.287 6.941 3.080
H56 -9.690 6.077 4.574
H57 -8.766 1.126 2.165
H58 -9.352 1.819 3.706
H59 -7.772 1.022 3.626
C31 10.171 -1.864 0.378
O8 8.848 -2.294 0.765
P2 8.758 -3.503 1.933
O9 7.365 -3.960 1.645
O10 8.841 -2.452 3.164
C32 7.886 -1.400 3.216
O11 9.362 -4.689 2.887
C33 8.557 -5.829 3.165
H60 10.069 -1.046 -0.331
H61 10.732 -1.510 1.247
H62 10.712 -2.681 -0.101
H63 6.967 -1.666 2.693
H64 8.308 -0.497 2.770
H65 7.651 -1.198 4.259
H66 8.318 -6.377 2.256
H67 7.648 -5.533 3.685
H68 9.143 -6.475 3.817